1.
C47H56NO6 | the ωB97M-V functional and the def2-TZVPD basis

```
110
Properties=species:S:1:pos:R:3:mulliken_charge:R:1
C -6.23 -3.67 3.25 -1.429
C -5.68 -4.36 2.00 -0.253
C -4.23 -4.82 2.27 -0.929
C -3.34 -4.78 1.00 -0.986
C -2.44 -3.55 1.01 -0.471
C -1.28 -3.67 0.02 -0.809
N -0.54 -2.37 -0.01 0.477
C -0.42 -1.59 -1.27 0.046
C -1.76 -1.33 -1.94 -0.990
C -1.73 -0.15 -2.92 -0.564
C -3.10 0.50 -3.15 -0.601
O -2.94 1.92 -3.18 -0.549
C 0.35 -0.35 -0.76 -0.980
C 0.92 -0.75 0.65 -1.035
O 2.18 -0.29 0.97 -0.167
C 2.20 1.11 1.30 -0.229
C 2.02 1.33 2.81 -1.302
C 0.82 -2.28 0.67 0.277
C 1.83 -3.07 -0.12 -0.717
C 3.18 -3.24 0.60 -1.198
C 4.24 -2.16 0.24 0.262
C 5.58 -2.73 -0.19 -1.363
H -6.03 -4.31 4.10 0.335
H -5.71 -2.74 3.43 0.373
H -7.30 -3.50 3.19 0.388
H -6.27 -5.24 1.80 0.322
H -5.67 -3.68 1.16 0.298
H -4.18 -5.81 2.70 0.396
H -3.81 -4.14 3.00 0.466
H -2.74 -5.68 0.89 0.446
H -4.00 -4.69 0.14 0.438
H -2.04 -3.33 1.99 0.401
H -3.05 -2.69 0.73 0.220
H -0.64 -4.45 0.39 0.395
H -1.69 -3.90 -0.95 0.319
H -1.11 -1.74 0.57 0.396
H 0.19 -2.06 -2.03 0.230
H -2.01 -2.22 -2.51 0.468
H -2.57 -1.19 -1.22 0.258
H -1.05 0.64 -2.62 0.367
H -1.37 -0.53 -3.87 0.396
H -3.81 0.25 -2.37 0.406
H -3.47 0.18 -4.12 0.291
H -3.47 2.32 -2.48 0.294
H 1.08 0.06 -1.43 0.294
H -0.44 0.36 -0.53 0.647
H 0.23 -0.40 1.43 0.379
H 3.18 1.47 1.01 0.467
H 1.46 1.64 0.70 0.263
H 2.30 0.42 3.32 0.307
H 2.68 2.13 3.12 0.372
H 1.00 1.62 3.04 0.405
H 0.63 -2.66 1.66 0.455
H 1.42 -4.07 -0.24 0.498
H 2.02 -2.66 -1.10 0.379
H 3.60 -4.21 0.36 0.640
H 3.04 -3.22 1.67 0.336
H 4.40 -1.56 1.13 -0.033
H 3.81 -1.48 -0.49 0.192
H 5.79 -3.67 0.30 0.373
H 6.36 -2.03 0.11 0.292
H 5.68 -2.83 -1.27 0.345
C 13.24 -0.97 1.41 -0.493
C 13.77 0.28 1.73 -0.470
C 12.93 1.29 2.17 -0.573
C 11.57 1.07 2.28 0.171
C 11.04 -0.18 1.94 0.157
C 11.88 -1.20 1.51 -0.532
C 9.57 -0.43 2.01 0.536
O 9.10 -1.51 1.71 -0.670
C 8.68 0.69 2.44 0.275
C 7.31 0.49 2.46 -0.845
C 6.47 1.51 2.87 -0.165
C 7.00 2.74 3.26 -0.602
C 8.37 2.94 3.24 -0.592
C 9.22 1.92 2.82 0.121
C 10.69 2.16 2.77 0.614
O 11.15 3.23 3.11 -0.648
H 13.90 -1.76 1.07 0.405
H 14.83 0.46 1.64 0.405
H 13.34 2.26 2.42 0.476
H 11.47 -2.17 1.26 0.472
H 6.90 -0.47 2.16 0.515
H 5.40 1.36 2.89 0.543
H 6.35 3.53 3.59 0.400
H 8.79 3.89 3.54 0.489
C -7.12 4.37 -6.47 -0.424
C -6.01 4.08 -5.68 -0.618
C -6.16 3.87 -4.32 -0.534
C -7.42 3.96 -3.75 0.285
C -8.53 4.28 -4.53 0.374
C -8.37 4.47 -5.90 -0.666
C -9.88 4.43 -3.92 0.564
O -10.85 4.69 -4.60 -0.646
C -10.01 4.24 -2.45 0.166
C -11.25 4.43 -1.85 -0.566
C -11.39 4.25 -0.48 -0.471
C -10.29 3.88 0.29 -0.489
C -9.05 3.70 -0.30 -0.515
C -8.90 3.89 -1.67 0.166
C -7.56 3.72 -2.28 0.553
O -6.60 3.38 -1.61 -0.708
H -7.00 4.52 -7.54 0.402
H -5.03 4.01 -6.13 0.439
H -5.31 3.64 -3.71 0.462
H -9.24 4.70 -6.51 0.489
H -12.10 4.71 -2.45 0.480
H -12.35 4.40 -0.02 0.404
H -10.41 3.73 1.36 0.400
H -8.20 3.41 0.30 0.454
```

Orbital gap in eV: 8.72
Total energy in a.u.: -2330.5273
Charge: +1
Largest force on an atom in eV Å⁻¹: 1.9

***

2.
C47H58BBr2FGeN2O6Ta | the ωB97M-V functional and the def2-TZVPD basis

```
119
Properties=species:S:1:pos:R:3:mulliken_charge:R:1
Ta -0.42 -0.59 1.02 0.996
C 2.98 6.04 3.39 -1.391
C 3.41 4.84 4.21 -0.280
C 4.90 4.80 4.51 -1.092
C 5.70 4.70 3.22 -1.246
C 5.18 3.59 2.35 0.715
C 5.96 3.06 1.36 -0.694
C 5.49 2.01 0.57 -0.415
F 6.29 1.54 -0.40 -0.353
C 4.26 1.44 0.77 -0.202
C 3.44 1.96 1.77 0.425
C 2.12 1.36 2.00 0.145
O 1.78 0.33 1.37 -0.505
C 1.33 2.00 3.00 -0.150
C 1.84 3.07 3.70 -0.143
N 3.04 3.59 3.51 0.017
C 3.89 3.05 2.54 0.032
C -0.03 1.57 3.30 -0.317
O -0.70 1.80 4.27 -0.647
O -0.51 0.88 2.24 -0.288
H 3.30 6.96 3.88 0.397
H 1.90 6.07 3.28 0.383
H 3.42 6.02 2.39 0.382
H 2.85 4.82 5.15 0.513
H 5.12 3.93 5.15 0.362
H 5.17 5.69 5.08 0.437
H 6.75 4.52 3.44 0.512
H 5.66 5.65 2.68 0.367
H 6.96 3.44 1.18 0.577
H 3.92 0.62 0.17 0.476
H 1.23 3.56 4.46 0.590
C -8.21 -1.19 0.09 -1.599
C -7.37 -0.51 -1.00 1.835
C -7.69 -1.15 -2.35 -1.588
C -7.74 0.97 -1.05 -2.204
C -5.88 -0.72 -0.69 -0.237
C -4.99 0.34 -0.61 0.255
C -3.66 0.07 -0.33 0.159
Br -2.44 1.50 -0.16 0.003
C -3.21 -1.22 -0.14 0.188
O -1.88 -1.40 0.20 1.858
C -4.07 -2.32 -0.24 -1.222
C -5.40 -2.01 -0.51 -0.410
C -3.60 -3.77 -0.05 2.377
C -4.74 -4.75 -0.31 -2.471
C -3.11 -4.00 1.38 -1.361
C -2.48 -4.08 -1.05 -1.387
H -9.27 -0.98 -0.08 0.476
H -7.95 -0.81 1.08 0.338
H -8.08 -2.27 0.10 0.334
H -8.75 -1.05 -2.57 0.460
H -7.46 -2.22 -2.36 0.328
H -7.13 -0.68 -3.16 0.354
H -8.80 1.07 -1.26 0.437
H -7.20 1.49 -1.84 0.399
H -7.54 1.47 -0.11 0.409
H -5.31 1.36 -0.75 0.574
H -6.10 -2.83 -0.60 0.476
H -5.56 -4.62 0.40 0.431
H -4.37 -5.76 -0.20 0.461
H -5.14 -4.65 -1.32 0.435
H -3.89 -3.75 2.11 0.333
H -2.23 -3.41 1.63 -0.072
H -2.86 -5.05 1.51 0.506
H -2.81 -3.92 -2.08 0.386
H -2.20 -5.13 -0.95 0.518
H -1.59 -3.48 -0.89 -0.172
C 1.20 -3.61 -1.60 -1.228
Ge 2.12 -2.96 -0.02 0.964
C 2.97 -4.47 0.86 -1.475
C 3.54 -1.75 -0.54 -0.288
C 0.79 -2.26 1.31 -0.989
H 1.93 -3.72 -2.41 0.496
H 0.41 -2.95 -1.95 0.212
H 0.77 -4.59 -1.40 0.390
H 3.66 -4.94 0.17 0.402
H 2.24 -5.21 1.18 0.394
H 3.53 -4.14 1.74 0.398
H 4.08 -2.24 -1.34 0.541
H 4.22 -1.60 0.30 0.357
H 3.17 -0.79 -0.89 -0.539
H 1.40 -2.02 2.19 0.126
H 0.16 -3.14 1.52 0.659
C 4.68 1.29 -5.61 -1.564
C 3.29 1.88 -5.91 2.056
C 2.96 1.65 -7.38 -2.198
C 3.33 3.40 -5.66 -1.607
C 2.27 1.24 -4.98 0.476
C 1.22 0.44 -5.45 -0.098
C 0.30 -0.18 -4.61 -1.953
C 0.45 0.04 -3.26 0.505
O -0.29 -0.45 -2.21 -0.612
B 0.34 0.04 -1.06 0.055
O 1.42 0.85 -1.40 0.007
C 1.48 0.82 -2.78 0.280
C 2.40 1.43 -3.59 -1.198
H 5.42 1.73 -6.28 0.451
H 4.68 0.21 -5.77 0.356
H 4.99 1.48 -4.59 0.309
H 3.70 2.16 -8.00 0.424
H 1.98 2.05 -7.64 0.452
H 2.99 0.59 -7.64 0.429
H 4.05 3.87 -6.33 0.463
H 3.65 3.63 -4.64 0.303
H 2.36 3.85 -5.82 0.365
H 1.12 0.28 -6.51 0.499
H -0.50 -0.80 -5.00 0.557
H 3.19 2.03 -3.18 0.558
Br -3.39 -0.61 3.11 0.059
C -2.06 -1.11 4.34 0.384
C -2.34 -1.07 5.70 -0.837
C -1.33 -1.46 6.56 -0.361
C -0.11 -1.86 6.03 -0.952
C 0.06 -1.85 4.66 -0.260
N -0.91 -1.48 3.81 0.207
H -3.30 -0.75 6.06 0.472
H -1.49 -1.45 7.63 0.416
H 0.70 -2.17 6.67 0.466
H 0.99 -2.16 4.22 0.463
```

Orbital gap in eV: 7.66
Total energy in a.u.: -9793.4622
Charge: +1
Largest force on an atom in eV Å⁻¹: 1.9
Energy relative to the best compared isomer or geometry (same formula, charge and spin) in eV: 0.535

***

3.
C47H58BrCl2N2O3PS2Ti | the ωB97M-V functional and the def2-TZVPD basis

```
117
Properties=species:S:1:pos:R:3:mulliken_charge:R:1
Ti 0.48 -0.35 -0.23 0.426
C -0.09 -2.68 -2.56 -1.515
N 0.42 -1.29 -2.57 1.577
C -0.44 -0.44 -3.42 -1.224
C -1.92 -0.49 -3.08 -1.773
N -2.26 -0.04 -1.71 2.172
C -3.34 -0.83 -1.09 -1.320
C -2.62 1.37 -1.74 -1.901
C -3.86 1.76 -2.25 -0.105
C -4.23 3.10 -2.31 -1.220
C -3.34 4.06 -1.86 -0.898
C -2.09 3.68 -1.40 -0.764
C -1.71 2.34 -1.34 1.378
S -0.05 1.97 -0.96 -0.532
C 1.80 -1.37 -3.04 -0.143
C 2.17 -1.11 -4.35 -0.670
C 3.49 -1.27 -4.76 -1.006
C 4.44 -1.71 -3.86 -0.725
C 4.08 -1.96 -2.54 -0.756
C 2.77 -1.79 -2.12 0.897
S 2.30 -2.08 -0.46 -0.463
H -0.10 -3.08 -3.58 0.426
H -1.08 -2.72 -2.14 0.329
H 0.57 -3.29 -1.94 0.431
H -0.38 -0.79 -4.46 0.492
H -0.06 0.58 -3.37 0.467
H -2.31 -1.50 -3.23 0.838
H -2.42 0.14 -3.82 0.354
H -4.34 -0.50 -1.39 0.480
H -3.26 -0.75 -0.01 -0.348
H -3.25 -1.87 -1.39 0.641
H -4.55 1.02 -2.62 0.669
H -5.20 3.38 -2.71 0.419
H -3.61 5.11 -1.89 0.406
H -1.38 4.43 -1.09 0.539
H 1.45 -0.76 -5.08 0.319
H 3.76 -1.05 -5.79 0.421
H 5.47 -1.84 -4.17 0.392
H 4.82 -2.27 -1.82 0.473
Cl 5.96 3.39 2.91 -0.223
C 4.59 2.46 2.39 0.013
C 3.74 1.92 3.35 -0.629
C 2.64 1.19 2.96 0.570
Cl 1.63 0.46 4.16 -0.205
C 2.34 0.99 1.60 -0.339
O 1.26 0.32 1.26 1.030
C 3.23 1.51 0.66 1.116
C 3.03 1.28 -0.75 -0.408
O 2.13 0.61 -1.23 -0.522
C 4.35 2.25 1.06 -1.163
H 3.94 2.06 4.40 0.505
H 3.76 1.72 -1.44 0.252
H 5.02 2.66 0.31 0.471
Br -1.18 -5.91 3.39 -0.168
C -0.80 -4.37 2.36 -0.364
C -1.60 -4.04 1.29 -1.017
C -1.30 -2.92 0.52 -0.195
C -0.23 -2.07 0.81 1.167
C 0.54 -2.44 1.93 0.293
C 0.28 -3.56 2.69 -0.775
H -2.45 -4.67 1.02 0.481
H -1.93 -2.74 -0.33 0.094
H 1.39 -1.84 2.22 0.307
H 0.91 -3.82 3.53 0.510
O -1.82 0.67 1.56 0.269
P -2.44 1.27 2.79 -0.294
C -1.36 2.59 3.49 0.972
C -1.94 3.32 4.72 -1.155
C -2.70 4.59 4.34 -0.276
C -1.80 5.54 3.56 -1.302
C -1.31 4.88 2.28 -0.255
C -0.63 3.54 2.53 0.364
C -4.15 1.84 2.48 0.303
C -5.04 0.62 2.20 0.778
C -6.48 1.03 1.90 -1.282
C -6.54 2.00 0.73 -0.470
C -5.67 3.22 1.00 -1.359
C -4.23 2.84 1.33 1.386
C -2.53 0.11 4.22 -0.085
C -3.60 0.36 5.33 -1.165
C -4.43 -0.87 5.65 -0.974
C -3.56 -2.09 5.98 -0.916
C -2.39 -2.25 4.99 -0.449
C -2.54 -1.35 3.77 0.208
H -0.58 1.91 3.85 -0.653
H -1.10 3.61 5.36 0.573
H -2.57 2.66 5.32 0.054
H -3.07 5.07 5.25 0.476
H -3.58 4.34 3.74 -0.030
H -0.94 5.81 4.19 0.425
H -2.33 6.47 3.33 0.467
H -0.60 5.54 1.77 0.635
H -2.15 4.77 1.59 -0.094
H 0.34 3.74 2.99 0.608
H -0.42 3.02 1.59 -1.152
H -4.50 2.32 3.40 1.228
H -5.01 -0.08 3.03 -0.706
H -4.63 0.08 1.33 -0.300
H -6.90 1.51 2.79 0.402
H -7.09 0.14 1.71 0.410
H -7.57 2.30 0.54 0.433
H -6.18 1.49 -0.18 0.101
H -6.10 3.79 1.84 0.384
H -5.67 3.88 0.14 0.492
H -3.69 3.75 1.60 -0.847
H -3.74 2.42 0.45 -0.697
H -1.55 0.26 4.68 1.245
H -4.26 1.20 5.09 0.345
H -3.07 0.66 6.25 0.594
H -5.08 -1.12 4.81 0.233
H -5.10 -0.65 6.49 0.534
H -4.19 -2.98 5.97 0.413
H -3.18 -2.00 7.00 0.293
H -2.29 -3.29 4.69 0.074
H -1.45 -1.98 5.48 0.321
H -3.46 -1.60 3.22 0.398
H -1.72 -1.51 3.07 -0.939
```

Orbital gap in eV: 6.63
Total energy in a.u.: -7642.7347
Largest force on an atom in eV Å⁻¹: 1.1
Energy relative to the best compared isomer or geometry (same formula, charge and spin) in eV: 1.283